17
Properties=species:S:1:pos:R:3 method="wB97M-V/def2-TZVPD" s2=0.75 charge=+1 relative_energy_ev=2.113 spin_multiplicity=2 homo_lumo_gap_ev="10.05 / 5.23" e_homo_ha="-0.5379 / -0.5379" e_tot_ha=-288.637583
C 0.9778 -0.5093 -3.1210
C -0.2779 -1.1736 -2.5015
H 1.0284 0.5105 -2.7599
H 1.8952 -1.1001 -3.0838
H 0.8499 -0.2844 -4.2091
H -0.6291 -1.8965 -3.2254
H -1.0449 -0.4724 -2.1859
H 0.0385 -1.6541 -1.5499
C -0.1012 1.3262 0.4887
C -0.1283 0.4642 1.6892
O 0.9274 0.1292 2.2499
N -1.2808 -0.1246 2.0728
H -1.4114 -0.7739 2.8363
H -1.9673 0.0067 1.3446
H -1.0079 1.3493 -0.1273
H 0.5925 0.8772 -0.2562
H 0.4004 2.2137 0.8826

7
Properties=species:S:1:pos:R:3 method="wB97M-V/def2-TZVPD" charge=+1 relative_energy_ev=1.295 homo_lumo_gap_ev=10.70 e_homo_ha=-0.6439 e_tot_ha=-220.463181
N 2.6589 0.1056 0.0591
N 1.5995 0.1307 -0.2043
N -1.1497 0.2404 0.2120
N -0.2141 -0.5703 0.1316
H -0.8858 0.9297 1.0220
H -1.8173 0.2962 -0.5682
H -0.1916 -1.1323 -0.6521

19
Properties=species:S:1:pos:R:3 method="wB97M-V/def2-TZVPD" charge=0 relative_energy_ev=2.158 homo_lumo_gap_ev=9.86 e_homo_ha=-0.3326 smiles="C=CC(=C)CC.O" e_tot_ha=-310.979952
C -1.1653 -1.1840 -2.1745
C -1.4333 -1.5109 -0.9179
C -0.6957 -1.0566 0.2949
C -1.2871 -1.0995 1.4893
C 0.7508 -0.5368 0.2851
C 0.8688 0.7419 -0.5372
H -1.7753 -1.2399 -3.0676
H -0.4418 -0.3731 -2.3997
H -2.3294 -2.0505 -0.7070
H -2.2979 -1.4659 1.6203
H -0.9000 -0.6805 2.4199
H 0.9768 -0.2748 1.3312
H 1.3438 -1.4025 -0.0030
H -0.1386 1.1610 -0.7591
H 1.3096 0.4949 -1.5236
H 1.5892 1.4595 -0.1435
O 1.9115 3.3325 1.7446
H 1.3929 2.6135 2.1258
H 2.3210 3.0718 0.9219

16
Properties=species:S:1:pos:R:3 method="wB97M-V/def2-TZVPD" charge=+1 relative_energy_ev=0.000 homo_lumo_gap_ev=11.21 e_homo_ha=-0.5154 e_tot_ha=-342.357268
C -1.3309 -1.4126 -1.2392
C -0.4584 -0.8817 -0.1623
C -0.6760 -0.6740 1.1592
N 0.4958 -0.1681 1.6862
C 1.3988 -0.0451 0.7299
N 0.8480 -0.4864 -0.3923
H -1.3508 -0.7268 -2.0870
H -2.3530 -1.5054 -0.8783
H -1.0047 -2.3866 -1.6017
H -1.5495 -0.8779 1.7507
H 0.6530 0.0984 2.6460
H 2.3849 0.3707 0.8359
H 1.2806 -0.4178 -1.3012
H -0.2279 3.0270 -0.3730
H 1.2291 3.4233 -0.4733
O 0.6609 2.6631 -0.2995

65
Properties=species:S:1:pos:R:3 method="wB97M-V/def2-TZVPD" charge=-1 relative_energy_ev=0.000 homo_lumo_gap_ev=6.67 e_homo_ha=-0.1449 e_tot_ha=-4501.550415
Au 0.4893 0.0544 0.0444
C -1.1572 3.3083 0.7173
N -0.7658 2.0690 1.3530
C -1.9100 1.4138 1.9772
C -1.8685 -0.1143 2.0769
N -1.4378 -0.6934 0.8282
C -1.8021 -1.9697 0.5686
C -2.0208 -2.3874 -0.7629
F -1.9253 -1.4880 -1.7493
C -2.3781 -3.6753 -1.0988
F -2.5955 -3.9997 -2.3854
C -2.5720 -4.6364 -0.1193
F -2.9318 -5.8927 -0.4485
C -2.3853 -4.2738 1.1993
F -2.5346 -5.1935 2.1679
C -1.9990 -2.9858 1.5239
F -1.7409 -2.7314 2.8265
C 0.3791 2.2759 2.2246
C 0.9075 1.0092 2.8792
N 1.2907 -0.0433 1.9444
C 1.8342 -1.1632 2.4825
C 1.9259 -1.4714 3.8670
F 1.3883 -0.6639 4.8148
C 2.5190 -2.6126 4.3747
F 2.5495 -2.7940 5.7038
C 3.0581 -3.5744 3.5498
F 3.6409 -4.6806 4.0438
C 2.9806 -3.3443 2.1914
F 3.5004 -4.2403 1.3395
C 2.4037 -2.1970 1.6913
F 2.4233 -2.1024 0.3459
H -1.5001 4.0648 1.4470
H -1.9583 3.1226 0.0040
H -0.3107 3.7328 0.1759
H -2.7752 1.6645 1.3622
H -2.0965 1.8260 2.9869
H -2.9123 -0.3950 2.2896
H -1.2961 -0.4455 2.9536
H 0.1121 2.9709 3.0434
H 1.1675 2.7516 1.6323
H 0.1394 0.6823 3.5854
H 1.7739 1.2998 3.4854
C 1.7832 -1.1392 -3.9438
C 2.7682 -0.7303 -2.8615
As 2.0627 0.6123 -1.6261
C 3.7566 0.9961 -0.6182
C 5.0062 1.2949 -1.4376
C 1.9643 2.2806 -2.6359
C 1.9376 3.5410 -1.7817
H 2.2408 -1.8819 -4.6018
H 1.4886 -0.2831 -4.5529
H 0.8723 -1.5479 -3.5101
H 3.6780 -0.3070 -3.2930
H 3.0797 -1.5898 -2.2625
H 3.9056 0.1397 0.0414
H 3.5135 1.8391 0.0352
H 5.2960 0.4477 -2.0593
H 5.8556 1.5223 -0.7876
H 4.8612 2.1559 -2.0949
H 1.0665 2.1735 -3.2371
H 2.8315 2.2960 -3.3067
H 1.0652 3.5385 -1.1275
H 1.8865 4.4399 -2.4012
H 2.8274 3.6239 -1.1543
O 0.2950 0.2772 -1.9349

56
Properties=species:S:1:pos:R:3 method="wB97M-V/def2-TZVPD" charge=+1 homo_lumo_gap_ev=1.81 e_homo_ha=-0.4414 e_tot_ha=-2893.107568
Zr -2.4621 -0.3848 -3.2246
C 4.1911 0.9327 -4.4948
F 3.7658 2.1901 -4.6071
F 5.4791 0.8620 -4.9017
F 4.0417 0.4179 -3.2791
S 2.9846 -0.1710 -5.6730
O 2.0710 0.7261 -6.3694
O 4.0359 -0.7941 -6.5396
N 1.9007 -1.1935 -4.5258
S 2.7243 -2.6198 -4.6808
O 2.0434 -3.4844 -3.7410
O 2.9538 -3.1373 -6.0272
C 4.4279 -2.6362 -3.8059
F 4.2833 -2.3001 -2.5272
F 5.0691 -3.8430 -3.8840
F 5.2974 -1.8260 -4.4228
C -2.1946 6.0350 -1.0035
C -2.0988 4.5756 -1.2189
O -1.2913 4.0300 -1.9108
O -3.0001 3.7097 -1.0465
H -1.5974 6.4255 -0.1795
H -3.1953 6.3945 -0.7640
H -1.6760 6.5040 -1.8397
B -1.9042 -1.8990 0.2015
H -1.1637 -1.1444 -0.0139
H -1.5119 -2.4888 1.0154
H -2.8482 -1.5264 0.5680
H -2.1528 -2.5125 -0.6506
C 4.1211 2.5091 6.6844
C 3.1973 2.9913 5.5826
C 1.9235 2.2200 5.0721
O 0.9896 3.2951 5.0914
C 1.4357 4.3409 5.6726
O 0.8337 5.3757 5.7215
O 2.8166 4.2401 5.8729
H 3.9985 1.4845 7.0353
H 3.8648 3.0639 7.5870
H 5.1618 2.7543 6.4723
H 3.7707 3.2411 4.6899
H 1.6254 1.5146 5.8477
H 1.8997 1.7398 4.0938
O -6.2508 -1.1746 -2.2387
H -7.0597 -1.1223 -2.7479
H -6.5434 -1.2460 -1.3301
O -7.4491 -1.5058 2.4024
H -7.8837 -0.6611 2.5197
H -6.8277 -1.5589 3.1285
O -3.2894 -1.5621 5.3659
H -2.8369 -2.0671 6.0415
H -2.8148 -1.7616 4.5589
O -0.6757 -8.4722 0.4753
H -1.1927 -8.3098 1.2643
H -0.1485 -7.6806 0.3668
O -3.5698 -3.8030 -5.0833
H -3.2960 -4.1262 -5.9416
H -3.9725 -4.5606 -4.6588

45
Properties=species:S:1:pos:R:3 method="wB97M-V/def2-TZVPD" s2=0.81 charge=0 spin_multiplicity=2 homo_lumo_gap_ev="8.66 / 9.02" e_homo_ha="-0.3179 / -0.3192" e_tot_ha=-2762.803930
O 0.0839 1.4013 0.0518
V -0.4017 -0.0315 -0.5237
Cl -1.9740 1.2498 -2.2456
Cl 1.2149 -1.4280 0.9200
C 2.3483 0.6366 -2.4789
O 1.2046 0.3378 -2.1448
N 2.9073 1.7855 -2.4124
N 3.2481 -0.2165 -2.7465
H 2.4162 2.6572 -2.2739
H 3.8080 1.7429 -2.8673
H 4.2019 0.0980 -2.8537
H 2.9632 -1.1832 -2.8131
C 3.3257 1.5642 1.2802
C 2.4486 1.6341 2.5460
O 2.7575 0.4646 3.3295
H 2.8553 2.1719 0.5072
H 3.5335 0.5495 0.9406
H 4.3073 2.0043 1.4559
H 1.3758 1.6674 2.3558
H 2.7685 2.5036 3.1202
H 2.4203 -0.2911 2.8430
C 0.3559 -2.6681 -2.4814
O -0.6165 -1.9670 -1.7750
C -1.7188 -2.7497 -1.4964
C -2.8039 -1.8373 -0.8921
N -2.1324 -1.2008 0.2576
C -3.1802 -0.6301 1.1526
C -2.5523 0.3678 2.1498
O -2.1080 1.5678 1.5189
C -2.4368 2.7146 2.3469
H 0.9613 -3.1454 -1.7109
H 1.1001 -2.1014 -3.0409
H 0.0222 -3.4841 -3.1224
H -1.6062 -3.5969 -0.8199
H -2.0862 -3.0894 -2.4648
H -3.6702 -2.4296 -0.5973
H -3.2043 -1.1011 -1.5891
H -1.7791 -1.9922 0.7763
H -3.6283 -1.3978 1.7834
H -4.0517 -0.1362 0.7230
H -1.7683 -0.0863 2.7559
H -3.3408 0.6858 2.8318
H -2.0823 3.6442 1.9015
H -1.9709 2.5304 3.3149
H -3.5155 2.7846 2.4870

14
Properties=species:S:1:pos:R:3 method="wB97M-V/def2-TZVPD" charge=0 relative_energy_ev=3.436 homo_lumo_gap_ev=9.56 e_homo_ha=-0.3462 e_tot_ha=-374.935108
N 0.5924 1.8659 -0.5848
N -0.7831 1.8501 -0.4773
C -1.4333 0.8448 0.0162
C -0.8606 -0.5304 0.3644
C -0.1686 -1.2531 -0.7502
N 1.0979 -1.4949 -0.5078
N 1.3468 -1.1604 0.8383
C 0.3072 -0.5848 1.3138
H 0.8186 2.6503 -1.2653
H 1.0325 0.9831 -0.8212
H -2.5509 0.9052 0.0940
H -1.7220 -1.1583 0.7800
H -0.7200 -1.4668 -1.7007
H 0.2955 -0.1982 2.3687

104
Properties=species:S:1:pos:R:3 method="wB97M-V/def2-TZVPD" charge=-1 relative_energy_ev=11.862 homo_lumo_gap_ev="4.48 / 3.38" e_homo_ha="-0.1330 / -0.1330" e_tot_ha=-5063.555274
Ca 0.1222 0.2988 -3.4648
C 1.0546 -1.9956 0.3942
C 1.7020 -0.7337 0.7117
C 1.4022 -0.4124 2.2683
C 2.4130 0.0153 3.4430
C 3.5440 -0.9577 3.8601
C 1.4737 0.2521 4.6352
N 3.0278 1.3263 3.2744
C 3.7163 1.7999 2.1330
C 5.1717 1.4953 2.2354
N 6.0615 2.5110 1.6570
C 5.7187 2.9983 0.5435
C 3.0453 -1.8995 -4.9431
O 3.5737 -1.5941 -4.0286
O -4.8956 -2.1056 -7.4390
C -2.9785 4.1537 3.0074
C -4.2552 4.7079 3.4977
C -2.6245 2.7821 2.8342
C -2.3960 2.3972 1.3307
C -1.3083 3.4618 0.6307
C -3.8397 2.4120 0.7001
N -1.7436 1.1242 1.3587
C -1.4258 0.1621 0.3889
C -0.2046 0.3752 -0.6654
N 1.1854 0.4208 -0.1832
C 2.1010 0.7909 -1.3017
C -4.6657 0.6753 4.6642
O -3.6228 0.5231 4.2043
O -5.7790 0.8719 4.8696
H 1.4768 -2.8159 0.9872
H 1.2217 -2.0171 -0.7072
H -0.0144 -2.2544 0.4766
H 2.7517 -0.9497 0.5534
H 0.6894 -1.1782 2.5951
H 0.8896 0.4845 2.1032
H 4.1046 -0.5101 4.6745
H 3.9311 -1.2657 2.9000
H 3.1124 -1.8756 4.3606
H 0.7371 -0.5716 4.4616
H 0.8622 1.2155 4.4577
H 1.9734 0.2997 5.5663
H 2.3762 2.0590 3.4503
H -5.3813 -2.3201 -6.7444
H 3.6658 2.9066 2.0671
H 3.2988 1.3383 1.2138
H 5.3744 0.5037 1.6836
H 5.1388 1.2996 3.2950
H 4.8002 2.5377 0.0377
H 6.3745 3.6639 0.0121
H -2.2028 4.9908 2.8833
H -5.1306 5.0554 2.7006
H -4.2774 5.6176 3.8723
H -4.9628 4.0730 4.2292
H -3.3947 2.1791 3.1531
H -1.7332 2.7195 3.4208
H -1.2589 4.5415 0.7418
H -1.3512 3.2000 -0.4536
H -0.2468 3.1933 1.0333
H -4.5405 1.7566 1.3650
H -3.6824 2.1006 -0.3444
H -4.5047 3.2230 0.7049
H -1.2421 1.1180 2.2188
H -2.1643 0.2078 -0.4879
H -1.3203 -0.7249 0.8335
H -0.4402 1.3422 -0.9545
H -0.4078 -0.4196 -1.4919
H 2.6306 1.8000 -1.1009
H 2.8214 -0.0566 -1.4332
O -0.2660 -1.7378 -3.8607
As -0.6770 -3.1194 -4.6913
C -1.9665 1.2129 -3.7885
C -2.4605 0.5796 -4.9682
C -3.5577 0.9682 -5.6775
C -4.1037 2.1921 -5.4737
C -3.8376 2.8211 -4.2858
C -2.8402 2.3029 -3.5381
C -2.0010 -3.5542 -3.2921
C -1.8968 -4.7463 -2.5927
C -2.6810 -5.1051 -1.4688
C -3.6979 -4.1964 -1.0433
C -3.7181 -2.9021 -1.7039
C -2.8871 -2.6656 -2.8274
C 5.6232 -3.1147 0.1336
C 5.3679 -4.4587 0.6899
C 3.9946 -4.7514 0.2524
C 3.6002 -3.8275 -0.6759
C 4.5251 -2.8110 -0.6216
C 6.8202 -2.6228 -0.3011
H -1.9722 -0.4719 -5.4108
H -3.8876 0.2569 -6.4748
H -4.7166 2.7509 -6.1563
H -4.3413 3.8036 -4.1603
H -2.7593 3.0317 -2.5897
H -1.2943 -5.5087 -3.0289
H -2.4953 -6.1573 -1.2113
H -4.3164 -4.4803 -0.2300
H -4.3569 -2.1012 -1.3778
H -2.9245 -1.8068 -3.4766
H 5.6474 -4.9355 1.5753
H 3.5777 -5.6626 0.4512
H 2.9643 -3.4597 -1.4202
H 4.2053 -1.9110 -1.0613
H 0.2714 -4.4729 -3.9878
O 7.5099 -1.6633 -0.6564

11
Properties=species:S:1:pos:R:3 method="wB97M-V/def2-TZVPD" charge=0 relative_energy_ev=2.495 homo_lumo_gap_ev=9.08 e_homo_ha=-0.3243 smiles="C=CO.C=O" e_tot_ha=-268.313517
C -1.9400 0.8846 1.0712
C -0.6575 0.6933 0.7884
O 0.3450 1.5845 1.0452
H -2.6264 0.0560 1.0868
H -2.1592 1.8576 1.5009
H -0.3130 -0.1277 0.1653
H 1.0093 1.4254 0.3634
C 1.5964 -1.6121 -1.4372
O 1.5942 -0.4225 -1.2628
H 0.6534 -2.1762 -1.5613
H 2.4977 -2.1628 -1.7598

94
Properties=species:S:1:pos:R:3 method="wB97M-V/def2-TZVPD" charge=+1 homo_lumo_gap_ev=7.27 e_homo_ha=-0.3954 e_tot_ha=-2629.113406
C 4.4234 -5.2798 3.6859
C 3.1050 -4.5743 3.2725
S 2.9003 -4.4081 1.4561
C 3.7530 -2.8406 1.1241
C 2.9149 -1.7149 0.5422
N 3.4582 -1.0921 -0.5258
C 2.9173 -0.0586 -1.1612
C 3.6149 0.5361 -2.3620
C 2.7871 0.1956 -3.6481
N 3.5676 -0.6411 -4.5687
C 1.7336 0.4608 -0.7272
C 1.0378 1.6579 -1.3312
C 1.2053 2.8848 -0.3667
C -0.1397 3.3830 0.1781
O 0.0139 4.4999 1.0168
C 0.0569 4.1314 2.3878
C 1.1405 -0.1612 0.3445
F -0.0148 0.2601 0.8024
C 1.7203 -1.2435 0.9934
C 0.9587 -1.8098 2.1769
C -0.1282 -2.8722 1.8385
C -0.3817 -3.1398 0.3486
C -1.7358 -3.8277 0.1216
C -2.9915 -2.9736 0.4636
C -2.7802 -1.4623 0.5219
C -4.0842 -0.6642 0.6273
S -4.6790 -0.7708 2.3493
C -6.2145 -1.5997 2.1850
N -6.7828 -1.8284 1.0741
N -7.9557 -2.5213 1.3875
C -7.9901 -2.6163 2.6399
O -6.9070 -2.0517 3.2454
H 4.1812 -6.1746 4.2573
H 5.0816 -5.4736 2.8420
H 4.9746 -4.6128 4.3535
H 2.2250 -5.0273 3.7236
H 3.1745 -3.5454 3.6303
H 4.2641 -2.4865 2.0235
H 4.5326 -3.0661 0.3893
H 4.3473 -1.4403 -0.8700
H 4.6171 0.1165 -2.4563
H 3.6142 1.6173 -2.2417
H 2.5276 1.1163 -4.1700
H 1.8668 -0.3242 -3.3515
H 3.0043 -0.7411 -5.4114
H 3.6177 -1.5938 -4.2144
H -0.0320 1.4462 -1.3882
H 1.4612 1.9582 -2.2813
H 1.6673 3.7179 -0.9016
H 1.8755 2.6519 0.4667
H -0.6126 2.5656 0.7384
H -0.7824 3.6705 -0.6598
H 0.8936 3.4499 2.5941
H -0.8944 3.6494 2.6384
H 0.1883 5.0219 2.9984
H 1.6933 -2.1453 2.9072
H 0.4445 -0.9713 2.6525
H 0.2139 -3.8166 2.2675
H -1.0557 -2.6501 2.3668
H -0.3553 -2.2542 -0.2919
H 0.3938 -3.8329 0.0105
H -1.7989 -4.1167 -0.9309
H -1.8093 -4.7641 0.6824
H -3.7131 -3.1371 -0.3445
H -3.5060 -3.3113 1.3668
H -2.1401 -1.1411 1.3492
H -2.2602 -1.1154 -0.3819
H -3.9181 0.3908 0.4072
H -4.8286 -1.0253 -0.0830
H -8.7963 -3.0940 3.1689
C 2.4057 1.5272 -10.4020
C 3.3830 1.0249 -9.5543
C 3.1265 0.9019 -8.1961
C 1.8887 1.2735 -7.6878
C 0.9098 1.7726 -8.5360
C 1.1699 1.9031 -9.8926
H 2.6067 1.6261 -11.4608
H 4.3454 0.7298 -9.9524
H 3.8921 0.5159 -7.5331
H 1.6852 1.1744 -6.6272
H -0.0557 2.0608 -8.1397
H 0.4091 2.2970 -10.5538
C -3.5896 3.5932 5.0632
C -3.7904 3.5130 6.4344
C -3.4173 4.5696 7.2537
C -2.8513 5.7105 6.7012
C -2.6534 5.7927 5.3298
C -3.0189 4.7326 4.5116
H -3.8788 2.7675 4.4242
H -4.2382 2.6262 6.8649
H -3.5688 4.5045 8.3235
H -2.5650 6.5362 7.3400
H -2.2139 6.6835 4.8987
H -2.8610 4.7951 3.4420

24
Properties=species:S:1:pos:R:3 method="wB97M-V/def2-TZVPD" charge=0 relative_energy_ev=0.092 homo_lumo_gap_ev=8.54 e_homo_ha=-0.3323 e_tot_ha=-1231.977975
N 4.7870 -0.1211 -1.5486
O -1.0011 3.4392 0.0323
Cl -2.2376 -2.7519 3.9211
C 3.9005 0.2648 -2.1785
N 0.8304 1.9754 -1.5449
N 0.8509 -0.3173 -1.5331
C -1.0031 2.1738 0.1536
C -0.0705 1.4920 -0.7311
C 1.4370 0.8219 -1.9208
C -0.9225 -2.6363 1.5435
C -2.2195 -0.6013 2.3272
C -0.4955 -1.9460 0.4227
C -1.7177 -1.9334 2.4577
C -1.6866 0.1230 1.1909
C -0.7913 -0.6023 0.2881
N -1.8544 1.4990 1.0815
N -0.0513 0.1228 -0.6604
C 2.6690 0.8732 -2.7275
H -0.6386 -3.6598 1.6543
H -2.9419 -0.1619 2.9532
H 0.3491 -2.3268 -0.2103
H -2.4798 1.9578 1.6547
H 2.8790 1.8960 -2.9035
H 2.4083 0.4193 -3.7219